Record 1
Below is a single C3H5NS3 molecule, with properties calculated with the ωB97M-V functional and the def2-TZVPD basis.

Structure (XYZ):
```
12
Properties=species:S:1:pos:R:3
C 1.48 0.14 0.82
C 1.42 0.00 -0.69
C -1.15 -0.06 -0.25
N 0.59 0.09 1.66
S -0.15 0.74 -1.39
S -1.62 -1.71 -0.58
S -2.66 0.82 0.42
H 2.52 0.24 0.96
H 2.38 0.55 -1.14
H 1.55 -1.00 -0.96
H -2.17 -2.01 0.63
H -2.18 2.18 0.50
```

Results
Maximum force ... 3.9 eV/A
Net charge ... 0
HOMO-LUMO gap ... 6.72 eV

---

Record 2
Below is a single C3H5NSSi molecule, with properties calculated with the ωB97M-V functional and the def2-TZVPD basis.

Structure (XYZ):
```
11
Properties=species:S:1:pos:R:3
C -1.30 -1.75 -0.69
C -2.05 -2.89 -0.46
C 0.01 0.17 0.28
N -0.51 -0.87 0.10
Si 1.29 1.33 0.91
S -2.33 -4.09 0.71
H -1.46 -1.25 -1.58
H -2.72 -3.05 -1.24
H 1.72 1.93 -0.53
H 2.18 0.47 1.91
H 0.58 2.56 1.69
```

Results
Maximum force ... 3.1 eV/A
Net charge ... 0
HOMO-LUMO gap (alpha / beta) ... 6.56 / 6.56 eV

---

Record 3
Below is a single C3H5NSSi molecule, with properties calculated with the ωB97M-V functional and the def2-TZVPD basis.

Structure (XYZ):
```
11
Properties=species:S:1:pos:R:3
C -1.37 1.01 -0.16
C -2.76 -1.12 0.01
C -0.45 0.07 -0.09
N -1.65 -1.64 0.02
Si 1.38 0.03 0.01
S -3.06 0.58 0.04
H -1.26 2.01 -0.60
H -3.63 -1.78 0.16
H 2.18 -0.61 -0.95
H 2.16 -0.38 1.31
H 1.41 1.43 -0.20
```

Results
Spin multiplicity ... 3
Maximum force ... 2.7 eV/A
Net charge ... 0
HOMO-LUMO gap (alpha / beta) ... 7.25 / 6.90 eV

---

Record 4
Below is a single C3H5NSSi molecule, with properties calculated with the ωB97M-V functional and the def2-TZVPD basis.

Structure (XYZ):
```
11
Properties=species:S:1:pos:R:3
C 1.43 1.87 0.25
C -0.70 0.96 1.64
C -0.80 -0.44 -0.35
N -0.82 0.10 0.71
Si -0.23 -1.83 -1.42
S 0.60 2.18 1.62
H 2.24 2.60 0.18
H -1.36 1.01 2.48
H -0.34 -3.12 -0.73
H 1.14 -1.53 -1.82
H -1.15 -1.81 -2.56
```

Results
Spin multiplicity ... 3
Maximum force ... 3.1 eV/A
Net charge ... 0
HOMO-LUMO gap (alpha / beta) ... 5.26 / 5.40 eV

---

Record 5
Below is C3H5NaO3 as an isolated structure, with properties calculated with the ωB97M-V functional and the def2-TZVPD basis.

Structure (XYZ):
```
12
Properties=species:S:1:pos:R:3
O 0.15 1.03 0.26
C 1.47 0.51 0.41
H 2.04 1.27 0.94
H 1.45 -0.42 1.01
H 1.92 0.32 -0.57
O -0.32 -0.78 -1.22
O -1.90 0.90 -0.49
C -0.82 0.32 -0.36
C -0.90 -1.72 -0.27
H -0.20 -1.86 0.58
H -1.51 -2.40 -0.91
Na -1.39 2.83 0.62
```

Results
Maximum force ... 6.3 eV/A
Net charge ... 0
HOMO-LUMO gap (alpha / beta) ... 3.84 / 3.84 eV

---

Record 6
Below is C3H5NiO4 as an isolated structure, with properties calculated with the ωB97M-V functional and the def2-TZVPD basis.

Structure (XYZ):
```
13
Properties=species:S:1:pos:R:3
O -2.01 -0.08 0.13
C -1.27 0.98 0.36
C -1.20 -1.27 0.30
O -1.05 1.84 -0.50
O -0.26 0.59 1.12
C 0.21 -0.69 0.59
Ni 0.86 2.02 -1.41
H -1.25 -1.79 -0.66
H -1.60 -1.90 1.10
H 0.79 -1.31 -0.11
H 1.50 -0.42 0.84
O 2.38 1.36 -0.69
H 2.91 0.67 -1.09
```

Results
Spin multiplicity ... 3
Maximum force ... 5.5 eV/A
Net charge ... +1
HOMO-LUMO gap (alpha / beta) ... 7.29 / 6.07 eV

---

Record 7
Below is a 2-piece molecular cluster, C3H5O2 overall, with properties calculated with the ωB97M-V functional and the def2-TZVPD basis.

Structure (XYZ):
```
10
Properties=species:S:1:pos:R:3
C -1.29 -0.03 0.41
C -0.80 -0.01 -0.99
C 2.47 0.04 0.27
O 2.31 -1.13 0.22
O 2.27 1.23 0.28
H -2.38 -0.02 0.32
H -1.03 -0.92 1.00
H -1.02 0.82 1.05
H -0.25 -0.93 -1.30
H -0.29 0.95 -1.27
```

Results
Spin multiplicity ... 2
Maximum force ... 3.9 eV/A
Net charge ... 0
HOMO-LUMO gap (alpha / beta) ... 8.88 / 12.12 eV

---

Record 8
Below is an isolated ion of composition C3H5O2 and charge +1, with properties calculated with the ωB97M-V functional and the def2-TZVPD basis.

Structure (XYZ):
```
10
Properties=species:S:1:pos:R:3
C 2.08 -0.10 -0.57
C -1.39 -0.34 0.27
C -0.43 0.65 0.05
O 2.57 -0.66 0.33
O 0.80 0.67 -0.39
H 2.33 0.04 -1.65
H -2.43 0.05 0.15
H -1.49 -0.50 1.44
H -1.18 -1.51 0.20
H -0.86 1.71 0.17
```

Results
Maximum force ... 5.3 eV/A
Net charge ... +1
HOMO-LUMO gap ... 10.87 eV

---

Record 9
Below is a single C3H5O2P molecule, with properties calculated with the ωB97M-V functional and the def2-TZVPD basis.

Structure (XYZ):
```
11
Properties=species:S:1:pos:R:3
C -0.25 1.03 0.32
C 1.92 -0.27 -0.14
C 0.61 0.00 0.38
O -1.59 0.92 0.42
O -3.76 -0.54 0.26
P -2.48 -0.32 -0.43
H 0.31 1.91 0.18
H 2.69 -0.41 0.53
H 2.25 0.33 -1.02
H 1.82 -1.14 -0.72
H -1.52 -1.51 0.22
```

Results
Maximum force ... 3.5 eV/A
Net charge ... 0
HOMO-LUMO gap (alpha / beta) ... 6.23 / 8.57 eV

---

Record 10
Below is C3H5O2P as an isolated structure, with properties calculated with the ωB97M-V functional and the def2-TZVPD basis.

Structure (XYZ):
```
11
Properties=species:S:1:pos:R:3
C 0.29 -0.33 -0.30
C -0.43 -0.73 0.93
C 0.75 1.06 -0.43
O -1.69 -0.07 0.96
O -0.80 -0.73 -1.32
P -1.78 -1.34 -0.13
H 1.16 -1.00 -0.40
H 0.08 -0.92 1.84
H 1.02 1.44 -1.38
H 1.52 1.05 0.28
H -0.11 1.57 -0.03
```

Results
Spin multiplicity ... 3
Maximum force ... 7.1 eV/A
Net charge ... 0
HOMO-LUMO gap (alpha / beta) ... 6.28 / 7.55 eV

---

Record 11
Below is a 2-piece molecular cluster, C3H5O3 overall, with properties calculated with the ωB97M-V functional and the def2-TZVPD basis.

Structure (XYZ):
```
11
Properties=species:S:1:pos:R:3
C -1.91 1.25 -0.89
C -0.90 1.09 -0.04
O -1.02 0.27 1.03
H -1.84 1.42 -1.96
H -2.88 0.89 -0.53
H 0.08 1.59 -0.12
H -0.27 -0.40 1.18
O 1.25 -0.76 0.67
C 2.15 -1.56 0.29
O 2.40 -2.12 -0.77
H 2.94 -1.66 1.14
```

Results
Maximum force ... 2.1 eV/A
Net charge ... -1
HOMO-LUMO gap ... 8.75 eV

---

Record 12
Below is a 2-piece molecular cluster, C3H5O3 overall, with properties calculated with the ωB97M-V functional and the def2-TZVPD basis.

Structure (XYZ):
```
11
Properties=species:S:1:pos:R:3
C -0.69 1.60 1.32
C -1.15 1.52 0.05
O -0.63 1.49 -1.17
H -1.32 1.21 2.05
H 0.40 1.80 1.41
H -2.27 1.52 0.06
H 0.14 0.90 -0.85
O 0.68 -0.43 -0.41
C 1.06 -1.75 -0.35
O 0.69 -2.50 0.61
H 1.83 -2.12 -1.09
```

Results
Maximum force ... 5.2 eV/A
Net charge ... -1
HOMO-LUMO gap ... 8.57 eV

---

Record 13
Below is a 2-piece molecular cluster, C3H5O3 overall, with properties calculated with the ωB97M-V functional and the def2-TZVPD basis.

Structure (XYZ):
```
11
Properties=species:S:1:pos:R:3
C 2.75 0.53 -0.06
C -0.75 -0.48 0.19
C -1.04 0.83 -0.20
O 3.95 0.72 -0.13
O 2.07 -0.36 0.45
O -1.22 1.75 0.58
H -0.97 -1.10 -0.78
H 0.29 -0.43 0.41
H -1.27 -0.86 1.08
H -0.94 1.16 -1.24
H 2.13 1.24 -0.80
```

Results
Maximum force ... 4.7 eV/A
Net charge ... -1
HOMO-LUMO gap ... 8.07 eV

---

Record 14
Below is a 2-piece molecular cluster, C3H5O3 overall, with properties calculated with the ωB97M-V functional and the def2-TZVPD basis.

Structure (XYZ):
```
11
Properties=species:S:1:pos:R:3
O -2.69 0.60 -0.27
C -1.47 0.79 -0.27
C -0.84 1.37 1.10
H -0.76 0.16 -0.79
H 0.30 1.79 0.90
H -1.24 2.43 1.36
H -0.94 0.63 1.87
O 1.39 -2.34 0.16
C 1.94 -1.94 -0.96
O 1.66 -0.83 -1.65
H 2.65 -2.64 -1.47
```

Results
Maximum force ... 5.4 eV/A
Net charge ... -1
HOMO-LUMO gap ... 8.04 eV

---

Record 15
Below is C3H5O3Pm as an isolated structure, with properties calculated with the ωB97M-V functional and the def2-TZVPD basis.

Structure (XYZ):
```
12
Properties=species:S:1:pos:R:3
H -2.09 -0.46 -1.03
C -1.87 0.35 -0.30
C -0.72 1.14 -0.86
O 0.40 0.34 -1.35
C 1.06 -0.37 -0.51
O 2.02 -1.00 -1.12
Pm 0.23 -0.51 1.84
O -1.67 -0.24 0.95
H -2.69 1.09 -0.21
H -1.44 1.48 -1.91
H -0.40 2.02 -0.31
H 2.16 -1.87 -0.74
```

Results
Spin multiplicity ... 5
Maximum force ... 4.9 eV/A
Net charge ... +2
HOMO-LUMO gap (alpha / beta) ... 8.16 / 9.11 eV

---

Record 16
Below is an isolated ion of composition C3H5O3S and charge -1, with properties calculated with the ωB97M-V functional and the def2-TZVPD basis.

Structure (XYZ):
```
12
Properties=species:S:1:pos:R:3
C 0.95 -0.02 -0.68
C -0.18 -0.50 -0.25
C -1.45 -0.31 -0.90
O -2.54 -1.10 -1.01
O -3.30 -0.22 1.44
O -1.29 1.36 0.81
S -2.80 0.33 0.20
H 1.71 0.08 0.05
H 1.00 0.37 -1.68
H -0.26 -1.01 0.76
H -1.12 0.24 -1.82
H -1.65 2.19 1.06
```

Results
Maximum force ... 4.5 eV/A
Net charge ... -1
HOMO-LUMO gap ... 7.04 eV

---

Record 17
Below is a 2-piece molecular cluster, C3H5O3S2 overall, with properties calculated with the ωB97M-V functional and the def2-TZVPD basis.

Structure (XYZ):
```
13
Properties=species:S:1:pos:R:3
C 1.49 0.80 -2.60
C 1.05 0.39 -1.29
C -1.53 -0.11 1.58
O 2.10 -0.12 -3.28
O 1.31 1.93 -3.09
O 1.66 -0.77 -0.79
S -0.41 -0.48 2.62
S -3.08 0.52 2.13
H 0.80 1.14 -0.52
H -1.78 -0.33 0.54
H 1.41 -1.13 0.06
H 2.10 -0.97 -2.82
H -2.64 0.81 3.34
```

Results
Maximum force ... 3.6 eV/A
Net charge ... -1
HOMO-LUMO gap (alpha / beta) ... 6.83 / 2.99 eV

---

Record 18
Below is C3H5O3Sn as an isolated structure, with properties calculated with the ωB97M-V functional and the def2-TZVPD basis.

Structure (XYZ):
```
12
Properties=species:S:1:pos:R:3
H -1.27 0.35 -2.83
O -0.39 -1.12 -0.43
C -0.92 0.03 -0.54
C 1.24 -0.72 0.14
O -1.92 0.34 -1.23
O -0.73 0.73 0.57
C 0.94 0.51 0.92
H 1.86 -0.58 -0.75
H 1.56 -1.59 0.71
H 1.37 1.45 0.56
H 1.00 0.40 2.01
Sn -2.73 0.21 0.88
```

Results
Maximum force ... 4.2 eV/A
Net charge ... +1
HOMO-LUMO gap (alpha / beta) ... 4.28 / 5.11 eV

---

Record 19
Below is C3H5O4 as an isolated structure, with properties calculated with the ωB97M-V functional and the def2-TZVPD basis.

Structure (XYZ):
```
12
Properties=species:S:1:pos:R:3
C -0.84 -2.47 -1.21
C 0.97 2.09 0.75
C 0.01 1.02 0.31
O 0.19 -2.78 -1.77
O -1.10 -1.86 -0.13
O -0.79 1.31 -0.58
O 0.20 -0.11 0.97
H 1.56 1.61 1.55
H 0.48 2.77 1.41
H 1.42 2.50 -0.09
H -1.74 -3.09 -1.57
H -0.34 -0.98 0.36
```

Results
Maximum force ... 3.4 eV/A
Net charge ... -1
HOMO-LUMO gap ... 9.15 eV

---

Record 20
Below is a 2-piece molecular cluster, C3H5O4S overall, with properties calculated with the ωB97M-V functional and the def2-TZVPD basis.

Structure (XYZ):
```
13
Properties=species:S:1:pos:R:3
C 3.26 -0.41 -0.84
C 2.22 0.00 -0.34
C 1.07 0.54 0.30
O -2.98 -1.40 -0.29
O -3.18 0.38 1.43
O -1.76 0.73 -0.50
O -1.11 -1.09 1.07
S -2.32 -0.46 0.57
H -1.36 0.22 -1.26
H 3.94 -0.68 -1.52
H 0.52 -0.26 0.84
H 1.39 1.44 0.95
H 0.30 1.00 -0.40
```

Results
Maximum force ... 4.2 eV/A
Net charge ... -1
HOMO-LUMO gap ... 9.09 eV